C62H183N13O28 | ωB97M-V with the def2-TZVPD basis set

Values from the calculation:
HOMO-LUMO gap	0.316	Eh
E	-5290.25825	Ha
charge	0

Geometry as XYZ:
```
286
Properties=species:S:1:pos:R:3:forces:R:3:mulliken_charge:R:1
C 3.118 -5.860 -5.865 0.48 0.65 0.71 -1.525
C 3.345 -5.027 -4.536 -0.08 0.04 -1.23 0.504
C 2.366 -3.817 -4.524 -1.45 -0.77 1.26 -0.641
O 2.608 -3.048 -3.330 -0.39 0.49 -0.12 0.366
C 1.479 -2.196 -2.910 1.71 -1.88 -0.88 0.139
N 3.303 -5.893 -3.351 -0.43 0.22 -0.41 -0.617
H 2.151 -6.368 -5.910 0.11 -0.03 0.34 0.330
H 3.938 -6.590 -6.016 -0.54 0.37 0.21 0.370
H 3.125 -5.156 -6.701 0.12 -0.06 -0.08 0.346
H 4.357 -4.583 -4.624 -0.31 -0.38 0.24 -0.015
H 1.312 -4.253 -4.440 0.96 0.43 -0.20 0.194
H 2.379 -3.183 -5.434 0.34 -0.28 0.36 0.286
H 0.658 -2.876 -2.739 -0.48 0.18 0.33 -0.218
H 1.250 -1.542 -3.724 -0.30 0.80 -0.41 0.330
H 1.812 -1.669 -2.027 -0.13 0.11 0.15 -0.416
H 3.787 -5.472 -2.574 0.11 0.15 0.15 0.369
H 2.345 -6.080 -3.038 0.34 0.09 -0.36 0.245
C 3.158 4.412 -5.954 -0.04 0.45 0.14 -1.998
C 2.122 3.316 -5.949 0.03 1.09 0.64 1.062
C 1.148 3.416 -4.759 0.64 0.36 0.22 0.297
O 0.349 4.595 -4.805 0.90 -1.04 -0.74 -0.568
C -0.455 4.678 -3.673 0.49 0.28 0.21 -0.296
N 1.516 3.345 -7.239 -1.03 -0.82 -0.78 -0.653
H 2.618 5.336 -6.162 0.08 0.26 0.10 0.655
H 3.842 4.259 -6.785 0.24 -0.07 0.11 0.394
H 3.687 4.541 -5.010 0.10 -0.17 -0.04 0.220
H 2.589 2.358 -5.889 0.50 -0.83 0.44 -0.329
H 1.746 3.430 -3.805 -0.43 -0.24 -0.59 0.232
H 0.482 2.539 -4.776 0.06 0.00 0.11 0.120
H 0.166 4.943 -2.797 -0.34 0.40 -0.09 0.212
H -0.913 3.728 -3.390 -0.41 -0.17 -0.32 -0.133
H -1.168 5.426 -3.990 -0.54 0.25 0.84 0.379
H 0.649 2.830 -7.152 -0.19 -0.02 -0.48 -0.017
H 1.316 4.265 -7.595 -0.16 0.29 0.23 0.315
C -2.484 -1.905 10.245 -0.45 -0.52 0.24 -1.783
C -2.987 -2.148 8.824 1.19 -0.48 1.31 1.118
C -2.077 -3.171 8.104 -0.55 -0.32 0.03 0.561
O -0.749 -2.639 8.125 0.53 0.88 -1.00 0.051
C 0.433 -3.363 8.530 -1.35 -0.20 0.58 -0.989
N -4.391 -2.577 8.896 0.60 0.79 -0.02 -0.728
H -1.417 -1.808 10.333 0.34 -0.29 0.03 0.273
H -2.872 -2.617 10.964 0.10 -0.64 -0.13 0.420
H -2.863 -0.985 10.606 -0.44 1.25 0.27 0.452
H -2.843 -1.188 8.311 -0.28 -0.26 -0.41 -0.240
H -2.492 -3.232 7.070 0.82 -0.30 0.42 -0.790
H -2.032 -4.183 8.554 -0.48 0.51 -0.09 0.435
H 0.580 -3.189 9.597 -0.10 -0.33 0.18 0.251
H 1.295 -2.936 8.054 0.21 0.17 -0.68 0.246
H 0.347 -4.433 8.306 0.05 0.25 0.02 0.314
H -4.680 -2.708 7.944 -0.51 -0.17 -0.48 0.217
H -4.891 -1.739 9.220 -0.07 -0.59 -0.10 0.394
C -3.093 7.524 2.758 -1.53 0.30 0.27 -1.678
C -2.687 6.293 2.041 0.54 -1.38 -0.27 0.674
C -1.186 6.385 1.686 -0.01 -1.16 1.25 0.552
O -0.854 7.497 0.925 0.45 0.64 0.13 -0.479
C -1.235 7.491 -0.426 -0.74 -0.95 0.44 -0.213
N -3.059 5.030 2.787 0.24 0.86 -0.28 -0.491
H -4.163 7.429 3.015 0.33 0.24 0.11 0.441
H -2.998 8.404 2.140 0.23 0.36 -0.10 0.331
H -2.521 7.641 3.675 0.09 0.09 0.10 0.377
H -3.187 6.137 1.080 -0.29 0.48 0.11 0.003
H -0.911 5.433 1.205 0.11 0.33 -0.04 -0.671
H -0.581 6.504 2.613 -0.43 -0.33 -0.40 0.216
H -2.355 7.315 -0.451 1.09 0.52 -0.66 0.233
H -0.722 6.651 -0.957 -0.34 0.59 0.08 -0.076
H -0.901 8.468 -0.787 -0.44 -0.32 -0.39 0.328
H -2.768 5.105 3.760 0.30 0.04 -0.10 0.271
H -4.081 5.046 2.855 0.35 -0.15 -0.16 0.324
C -5.174 -5.828 2.581 0.28 -2.36 0.16 -1.629
C -5.089 -4.563 1.849 1.10 2.06 0.30 0.587
C -5.317 -3.399 2.893 0.30 -0.86 -0.88 0.305
O -6.595 -3.435 3.478 1.55 -0.33 1.13 -0.467
C -7.514 -3.139 2.511 -0.81 0.25 -0.61 -0.522
N -3.715 -4.376 1.286 -0.74 0.44 0.45 0.109
H -5.245 -6.649 1.846 0.20 -0.01 0.40 0.439
H -6.045 -5.935 3.225 -0.14 0.29 -0.04 0.325
H -4.271 -6.001 3.203 -0.40 0.14 -0.37 0.192
H -5.798 -4.517 1.021 -0.32 0.12 0.23 0.940
H -5.147 -2.452 2.383 -0.04 0.42 -0.08 0.625
H -4.596 -3.461 3.700 0.20 -0.23 0.01 -1.259
H -7.559 -3.973 1.790 -0.75 0.45 0.16 0.328
H -7.145 -2.251 2.007 -0.33 0.39 -0.63 0.099
H -8.434 -2.881 3.029 -0.35 -0.35 -0.37 0.327
H -3.653 -3.423 0.928 0.08 -0.15 -0.09 -0.626
H -3.569 -4.983 0.494 0.02 -0.19 -0.15 -0.062
C -2.430 -2.657 -3.591 -0.48 -0.25 0.80 -1.208
C -3.483 -2.759 -2.446 0.75 1.13 0.30 1.857
C -3.929 -1.351 -1.944 1.23 0.16 -0.15 -0.239
O -4.815 -1.438 -0.850 -0.96 -0.05 0.04 -0.213
C -5.403 -0.178 -0.494 1.14 0.07 0.54 -0.709
N -4.665 -3.482 -2.841 -0.88 -1.02 -0.83 -0.618
H -2.790 -2.136 -4.473 -0.17 0.42 -0.03 0.702
H -2.140 -3.646 -3.934 -0.05 -0.31 0.11 0.553
H -1.522 -2.197 -3.196 -0.15 0.24 -0.11 -0.443
H -2.972 -3.344 -1.662 -0.34 0.35 0.10 -1.225
H -4.386 -0.901 -2.837 -0.30 0.20 0.21 0.526
H -3.094 -0.690 -1.621 -0.05 -0.49 -0.43 -0.218
H -4.606 0.560 -0.299 -0.12 -0.19 0.01 0.101
H -5.990 -0.282 0.428 0.16 -0.29 -0.35 0.254
H -6.013 0.271 -1.265 -0.35 -0.23 -0.51 0.328
H -5.486 -3.242 -2.294 0.27 0.05 0.28 0.257
H -4.934 -3.323 -3.808 0.28 0.13 0.06 0.304
C -4.279 1.804 -4.331 1.92 0.83 0.21 0.112
C -5.114 2.808 -3.557 -0.39 -0.75 1.36 0.553
C -4.502 3.664 -2.444 0.93 1.00 1.16 -0.941
O -3.906 2.943 -1.398 0.94 -1.27 0.09 0.003
C -3.266 3.634 -0.291 -0.86 -0.80 -1.87 -0.536
N -5.777 3.816 -4.329 -0.71 -0.04 -0.69 -0.671
H -4.836 1.372 -5.177 0.21 0.14 0.34 0.539
H -3.874 1.023 -3.667 -0.43 0.09 -0.22 -0.473
H -3.358 2.335 -4.677 -0.56 -0.41 -0.35 -0.288
H -5.820 2.165 -3.026 -0.63 0.29 0.02 -0.043
H -5.286 4.245 -1.968 -0.70 0.14 -0.35 0.318
H -3.806 4.460 -2.804 0.01 -0.60 -0.34 0.286
H -2.865 2.796 0.288 0.18 0.59 0.17 -0.038
H -4.048 4.153 0.252 0.14 0.32 0.36 0.483
H -2.496 4.317 -0.694 -0.15 -0.17 0.44 0.098
H -6.200 3.463 -5.182 0.04 -0.07 0.10 0.289
H -5.058 4.457 -4.598 0.21 0.67 -0.50 0.287
C 6.364 -1.794 0.065 -0.91 -0.29 -0.04 -0.953
C 5.580 -2.244 -1.185 0.89 -1.42 0.43 2.710
C 6.500 -2.733 -2.343 -0.89 1.29 -0.03 -0.633
O 7.190 -1.592 -2.937 -1.24 -0.66 0.82 -0.238
C 7.869 -2.002 -4.083 0.38 -0.07 -0.28 -0.912
N 4.727 -3.397 -0.738 0.26 0.96 0.28 -0.808
H 7.101 -2.496 0.506 -0.59 0.10 -0.57 0.308
H 5.555 -1.591 0.786 0.65 0.09 0.10 -0.100
H 6.853 -0.873 -0.168 0.49 0.69 0.00 0.257
H 5.000 -1.376 -1.534 0.05 -0.24 -0.12 -1.334
H 5.831 -3.232 -3.074 0.43 0.27 -0.04 0.045
H 7.265 -3.432 -2.029 0.03 -0.35 0.37 0.340
H 8.487 -1.170 -4.442 -0.17 -0.21 0.08 0.266
H 7.177 -2.319 -4.874 0.02 0.07 -0.02 0.291
H 8.496 -2.858 -3.822 0.29 -0.06 -0.25 0.369
H 4.234 -3.085 0.110 0.41 -0.33 -0.37 -0.013
H 3.983 -3.602 -1.388 -0.11 0.14 -0.55 0.206
C -1.334 -1.911 0.612 0.59 0.62 0.38 -0.260
C -0.242 -0.841 0.566 0.28 0.23 0.35 2.272
C -0.524 0.300 -0.421 0.11 0.76 0.30 -0.017
O -0.629 -0.178 -1.754 -0.48 0.15 -0.05 0.361
C -0.825 0.874 -2.718 0.48 -0.11 0.83 0.338
N -0.001 -0.231 1.893 -0.69 1.16 -0.89 0.704
H -1.003 -2.695 1.291 0.04 -0.41 -0.35 -0.438
H -1.420 -2.233 -0.415 -0.35 -0.66 -0.15 -0.341
H -2.300 -1.585 1.020 0.19 0.44 -0.31 0.476
H 0.706 -1.295 0.289 0.05 -0.43 -0.54 -0.755
H 0.299 1.083 -0.374 -0.72 -0.80 0.07 -0.526
H -1.467 0.787 -0.050 0.41 -0.12 -0.59 -0.157
H -0.975 0.423 -3.711 -0.08 0.09 0.43 0.196
H 0.091 1.483 -2.735 -0.13 0.00 -0.14 0.111
H -1.661 1.533 -2.422 0.06 -0.32 -0.22 -0.539
H 0.713 -0.714 2.398 0.41 -0.65 0.20 -0.498
H 0.409 0.681 1.675 -0.05 0.00 0.50 -0.407
C 4.854 0.227 -5.533 -0.27 0.63 -0.22 -1.511
C 4.731 1.276 -4.337 0.56 -1.11 -1.54 0.803
C 3.537 1.000 -3.412 0.42 -0.88 0.29 1.859
O 3.598 1.795 -2.242 0.03 0.90 0.20 -0.275
C 3.580 1.258 -0.917 0.50 -0.81 -1.07 0.364
N 6.023 1.239 -3.687 0.36 -0.19 -0.16 -0.404
H 3.977 0.227 -6.191 -0.35 -0.17 0.45 0.307
H 5.121 -0.828 -5.306 -0.22 0.73 0.37 0.154
H 5.607 0.623 -6.231 0.18 -0.16 0.52 0.461
H 4.588 2.209 -4.927 0.16 -0.13 0.95 -0.210
H 3.559 -0.103 -3.194 -0.26 0.77 0.06 -1.004
H 2.615 1.290 -3.921 -0.18 -0.44 -0.11 -0.491
H 4.532 0.699 -0.730 -0.67 0.43 0.14 -0.088
H 2.740 0.547 -0.805 0.22 0.30 0.22 -0.300
H 3.483 2.124 -0.249 0.01 -0.44 -0.06 0.042
H 6.293 0.301 -3.395 -0.18 0.10 -0.14 0.048
H 6.165 1.852 -2.906 -0.30 0.46 0.27 0.092
C -3.583 2.481 -8.313 0.49 0.76 -0.14 -1.538
C -2.087 2.203 -7.975 -1.20 -0.17 0.30 0.843
C -1.878 0.729 -7.620 -0.12 -0.34 -0.43 -0.494
O -0.547 0.547 -7.210 0.24 0.78 0.18 -0.157
C -0.169 -0.745 -6.781 -0.58 0.42 -1.46 -0.458
N -1.267 2.641 -9.087 0.65 0.17 -0.01 -0.691
H -4.315 2.139 -7.580 0.27 -0.38 0.05 0.258
H -3.857 2.131 -9.314 0.08 -0.25 0.18 0.399
H -3.715 3.570 -8.346 0.11 -0.15 -0.09 0.388
H -1.864 2.832 -7.094 0.22 -0.30 -0.23 -0.044
H -2.055 0.140 -8.547 -0.07 0.05 0.31 0.255
H -2.589 0.370 -6.857 0.08 0.17 0.04 0.245
H -0.617 -0.957 -5.825 0.14 -0.26 0.72 0.007
H 0.918 -0.714 -6.814 -0.02 -0.43 0.43 0.143
H -0.559 -1.478 -7.509 0.32 -0.07 0.22 0.412
H -0.283 2.430 -8.929 -0.14 0.17 0.25 0.305
H -1.471 2.114 -9.923 -0.44 -0.12 -0.22 0.316
C 7.724 6.482 -3.063 0.22 -0.40 0.21 -1.461
C 7.101 5.121 -2.714 -1.50 0.35 1.04 0.814
C 7.800 4.446 -1.566 0.71 -0.59 -2.17 -1.074
O 7.194 3.194 -1.342 0.07 0.29 -0.67 -0.051
C 7.672 2.609 -0.194 0.33 -0.40 1.88 -0.464
N 5.690 5.290 -2.240 0.17 0.12 -0.48 -0.795
H 6.960 7.068 -3.545 -0.17 0.36 -0.35 0.388
H 8.570 6.361 -3.747 -0.15 -0.02 -0.01 0.375
H 8.094 7.073 -2.212 -0.30 -0.40 0.03 0.321
H 7.151 4.457 -3.581 0.07 -0.03 -0.10 0.230
H 7.803 5.062 -0.693 0.04 0.44 0.76 0.486
H 8.796 4.265 -1.987 0.50 0.05 0.75 0.328
H 7.299 3.202 0.684 0.46 -0.62 -0.34 0.336
H 8.777 2.454 -0.092 -0.49 0.70 -0.47 0.292
H 7.303 1.596 -0.147 -0.55 -0.28 0.11 -0.197
H 5.299 4.406 -1.878 0.40 0.58 -0.56 0.192
H 5.108 5.630 -3.008 0.06 -0.26 0.35 0.260
C 2.868 3.853 3.665 0.06 1.17 0.34 -1.400
C 1.473 4.445 3.467 -0.40 -0.57 -0.35 0.658
C 0.647 3.349 2.791 0.84 -0.23 -0.97 -0.681
O 1.302 2.953 1.511 -1.20 0.17 1.56 0.284
C 0.896 3.750 0.428 0.41 -0.14 -0.65 -0.191
N 0.761 4.858 4.695 -0.16 -0.65 -0.52 -0.555
H 3.318 3.583 2.707 0.04 0.14 0.22 0.214
H 2.766 2.976 4.277 0.11 -0.60 0.36 0.182
H 3.486 4.582 4.220 0.03 -0.34 -0.36 0.501
H 1.537 5.298 2.782 -0.07 0.09 0.24 0.255
H -0.400 3.660 2.598 0.46 -0.40 0.23 0.149
H 0.756 2.469 3.466 -0.60 0.29 -0.62 0.076
H 1.378 3.331 -0.458 -0.15 -0.15 -0.08 -0.322
H 1.253 4.773 0.474 0.10 0.41 0.34 0.674
H -0.186 3.783 0.273 -0.07 -0.28 0.10 -0.288
H 1.402 5.374 5.260 0.33 0.49 0.51 0.303
H 0.470 4.053 5.266 0.31 0.27 -0.48 0.164
O -2.049 -0.388 3.786 -0.33 -0.07 0.06 -0.091
H -1.429 -0.698 4.454 0.18 -0.09 0.44 -0.043
H -1.459 -0.336 3.004 0.07 0.33 -0.18 0.143
O -3.393 -5.991 -2.563 -0.72 -0.18 0.82 -0.745
H -3.761 -6.363 -1.734 0.35 0.19 -0.80 0.266
H -4.010 -5.242 -2.774 0.34 -0.06 0.13 0.348
O 0.058 -1.011 5.873 0.18 0.03 -0.88 -0.169
H 0.345 -0.142 6.203 -0.04 0.16 0.16 -0.026
H -0.345 -1.488 6.601 -0.14 -0.44 0.63 0.158
O 2.775 -4.577 5.334 -0.34 0.88 0.74 -0.695
H 2.579 -3.748 4.859 0.19 -0.53 -0.14 0.252
H 2.993 -5.250 4.702 0.10 -0.22 -0.69 0.306
O 2.017 -3.636 1.907 -0.40 -0.36 -0.31 -0.581
H 1.479 -3.215 2.595 0.47 0.13 -0.04 -0.176
H 1.436 -4.319 1.509 0.18 0.29 -0.13 0.532
C -1.299 0.966 8.204 1.30 1.86 0.96 0.659
C -0.184 1.930 7.710 -0.48 -0.01 2.03 -0.798
O 0.911 1.352 7.038 0.73 -0.99 -0.25 -0.531
O -0.693 0.051 9.119 -0.59 0.03 -1.24 -0.595
H -1.836 0.603 7.342 0.03 -1.04 -0.12 -0.431
H -2.043 1.600 8.743 0.47 -0.33 -0.21 0.395
H 0.213 2.509 8.584 -0.49 -0.32 -0.66 0.377
H -0.695 2.578 7.035 0.04 0.82 -0.70 0.430
H 1.506 0.855 7.645 -0.88 0.66 -0.23 0.238
H -0.870 -0.828 8.749 0.36 -0.18 0.34 0.070
C -0.395 -6.009 -0.447 -0.38 0.53 0.59 -0.667
C -0.246 -5.087 -1.673 0.27 -0.67 -0.45 1.894
O -0.601 -5.823 -2.850 0.03 0.32 0.60 -0.669
O -0.148 -5.243 0.768 0.43 -0.88 -0.44 -0.266
H 0.271 -6.899 -0.618 -0.43 0.80 0.52 0.198
H -1.444 -6.362 -0.308 0.57 0.00 -0.73 0.315
H 0.797 -4.790 -1.846 -0.04 -0.13 0.47 -0.416
H -0.815 -4.152 -1.615 -0.20 -0.19 0.37 -1.142
H -1.545 -6.012 -2.728 -0.20 -0.09 -0.41 0.460
H -0.450 -5.776 1.538 0.14 0.32 -0.35 0.079
C -1.993 -4.138 4.085 -0.77 1.37 0.42 1.638
C -0.626 -4.640 3.915 -0.38 -2.54 0.80 0.907
O -0.749 -5.990 3.364 0.27 -0.24 0.28 -0.746
O -2.667 -4.821 5.169 0.44 0.21 -0.32 -0.711
H -2.529 -4.327 3.172 -0.20 0.05 -0.53 -0.251
H -1.959 -3.045 4.238 -0.19 -0.16 0.22 -0.460
H -0.110 -4.729 4.857 0.27 0.11 0.56 0.624
H 0.007 -4.068 3.280 -0.02 0.36 -0.74 -1.583
H -1.251 -6.564 3.986 0.49 0.89 -0.51 0.359
H -3.611 -4.678 5.036 0.10 -0.15 0.10 0.437
C 2.834 -0.844 3.830 -0.23 -0.44 -0.57 -0.680
C 3.886 -1.198 2.749 -1.26 -0.42 0.33 -1.243
O 3.344 -1.157 1.436 -0.28 0.03 -0.19 1.019
O 1.905 -1.940 4.005 0.02 0.18 -0.11 0.236
H 2.283 0.069 3.544 0.25 -0.20 0.01 -0.053
H 3.269 -0.705 4.802 0.71 0.40 0.36 0.743
H 4.286 -2.194 2.977 0.06 0.14 -0.02 0.384
H 4.682 -0.470 2.742 0.29 0.25 0.27 0.601
H 2.827 -1.960 1.236 0.15 0.04 0.57 -0.583
H 1.322 -1.717 4.760 -0.08 0.09 -0.20 -0.024
C -5.672 -0.075 4.656 -0.20 0.20 1.22 -0.255
C -4.767 -0.966 5.497 -0.06 1.14 0.29 0.437
O -3.733 -0.173 6.148 -1.24 -0.58 0.69 -0.454
O -6.464 0.744 5.553 0.46 -0.34 -0.83 -0.620
H -6.352 -0.705 4.079 -0.02 0.21 -0.03 0.091
H -5.045 0.554 4.005 -0.24 -0.19 -0.06 0.267
H -4.298 -1.646 4.827 0.47 -0.94 -0.34 -0.346
H -5.394 -1.470 6.277 0.78 0.42 -0.58 0.237
H -3.220 0.281 5.478 0.19 -0.11 -0.77 0.245
H -5.801 1.118 6.142 -0.08 0.18 0.22 0.358
```
Forces are in eV/Å.